Arrangement one

{"formula": "C3H8N2O2S", "method": "the ωB97M-V functional and the def2-TZVPD basis", "smiles": "CS/C(=N\\O)N(C)O", "orbital_gap_ev": 9.7070, "e_lumo_ev": 0.7, "homo_energy_ev": -9.03, "symbols": ["C", "C", "C", "H", "H", "H", "H", "H", "H", "H", "H", "N", "N", "O", "O", "S"], "positions_angstrom": [[1.647, -0.013, 1.800], [-0.043, 0.111, -0.321], [-1.974, -0.447, -1.701], [2.426, -0.471, 1.156], [0.987, -0.815, 2.114], [2.027, 0.626, 2.560], [2.118, -1.519, -1.617], [-1.406, -0.240, -2.552], [-3.001, -0.018, -1.898], [-1.960, -1.511, -1.531], [-2.160, 0.328, 1.360], [0.545, -0.769, -0.956], [-1.393, 0.241, -0.578], [1.963, -0.791, -0.939], [-2.081, -0.420, 0.641], [0.630, 1.193, 0.929]], "mulliken_charge": [-0.76, 0.59, -0.88, 0.28, 0.27, 0.31, 0.39, 0.37, 0.27, 0.33, 0.35, -0.35, -0.15, -0.44, -0.47, -0.12]}

***

Arrangement two

{"formula": "C3H8N2O2S", "method": "the ωB97M-V functional and the def2-TZVPD basis", "orbital_gap_ev": 10.3324, "e_lumo_ev": 0.7, "homo_energy_ev": -9.66, "symbols": ["C", "C", "C", "N", "N", "O", "O", "S", "H", "H", "H", "H", "H", "H", "H", "H"], "positions_angstrom": [[-0.986, 0.909, 0.104], [-1.780, -0.338, -0.422], [-2.507, -1.202, 0.251], [3.045, 0.674, -0.340], [2.430, 0.065, 0.830], [0.295, 0.793, -0.217], [1.191, -1.390, -0.875], [0.897, -0.625, 0.313], [-1.498, 1.808, -0.386], [-1.184, 0.954, 1.193], [-1.590, -0.601, -1.432], [-3.045, -1.982, -0.108], [-2.843, -0.893, 1.232], [3.215, -0.206, -0.767], [2.327, 1.172, -0.833], [2.034, 0.861, 1.458]], "mulliken_charge": [-0.36, -0.37, -0.64, -0.54, -0.42, -0.28, -0.54, 0.69, 0.23, 0.31, 0.37, 0.35, 0.22, 0.31, 0.36, 0.30]}

***

It is arrangement two that is the most stable of them.

***

Arrangement one

{"formula": "C2H4ClNO", "method": "the ωB97M-V functional and the def2-TZVPD basis", "orbital_gap_ev": 9.4982, "e_lumo_ev": 0.8, "homo_energy_ev": -8.65, "symbols": ["C", "C", "N", "O", "Cl", "H", "H", "H", "H"], "positions_angstrom": [[-0.367, 1.334, 0.238], [-0.051, -0.497, -0.162], [1.335, -0.888, 0.083], [0.532, 2.096, 0.528], [1.922, -0.607, 1.671], [-1.342, 1.609, 0.279], [-0.597, -1.024, 0.605], [-0.128, -0.507, -1.210], [1.890, -0.381, -0.723]], "mulliken_charge": [0.05, -0.67, -0.30, -0.42, -0.09, 0.42, 0.33, 0.37, 0.29]}

***

Arrangement two

{"formula": "C2H4ClNO", "method": "the ωB97M-V functional and the def2-TZVPD basis", "smiles": "NC(=O)CCl", "orbital_gap_ev": 10.5629, "e_lumo_ev": 0.6, "homo_energy_ev": -9.94, "symbols": ["C", "C", "H", "H", "H", "H", "N", "O", "Cl"], "positions_angstrom": [[0.562, -0.226, -0.372], [-0.780, -0.635, 0.430], [0.317, 1.503, 0.366], [1.647, 1.334, -0.413], [-0.738, -0.128, 1.333], [-0.898, -1.760, 0.511], [0.730, 1.106, -0.408], [1.281, -1.129, -0.790], [-2.122, -0.065, -0.656]], "mulliken_charge": [0.53, -0.41, 0.23, 0.26, 0.30, 0.27, -0.42, -0.58, -0.17]}

***

It is arrangement two that is the most stable of them.

***

Arrangement one

{"formula": "ClH2NO2Si", "method": "the ωB97M-V functional and the def2-TZVPD basis", "orbital_gap_ev": [6.5124, 6.5403], "e_lumo_ev": [-3.1, -3.1], "homo_energy_ev": [-9.58, -9.60], "symbols": ["N", "O", "O", "Si", "Cl", "H", "H"], "positions_angstrom": [[0.686, 2.798, 1.591], [0.162, 0.265, 0.545], [0.172, 2.203, 0.785], [-0.359, -0.871, -0.414], [1.124, -2.114, -0.907], [-1.333, -1.785, 0.148], [-0.452, -0.496, -1.749]], "mulliken_charge": [0.40, -0.38, 0.20, 0.36, -0.28, -0.14, -0.16]}

***

Arrangement two

{"formula": "ClH2NO2Si", "method": "the ωB97M-V functional and the def2-TZVPD basis", "orbital_gap_ev": [7.5398, 7.5392], "e_lumo_ev": [-1.5, -1.5], "homo_energy_ev": [-9.02, -9.02], "symbols": ["N", "O", "O", "Si", "Cl", "H", "H"], "positions_angstrom": [[1.519, 0.024, 0.195], [2.268, 0.681, -0.523], [1.918, -0.833, 0.936], [-1.184, 0.189, -0.168], [-1.933, -1.617, 0.481], [-1.390, 1.498, 0.589], [-1.198, 0.059, -1.510]], "mulliken_charge": [0.41, -0.47, -0.45, 0.70, -0.14, -0.01, -0.04]}

***

It is arrangement one that is the most stable of them.

***

Arrangement one

{"formula": "C3H12NO3S", "method": "the ωB97M-V functional and the def2-TZVPD basis", "orbital_gap_ev": 6.9289, "e_lumo_ev": 3.4, "homo_energy_ev": -3.57, "charge": -1, "symbols": ["C", "C", "S", "N", "C", "O", "H", "H", "H", "H", "H", "H", "H", "H", "H", "H", "O", "H", "H", "O"], "positions_angstrom": [[0.427, -1.340, -0.529], [1.466, -1.536, 0.610], [0.683, -1.815, 2.242], [-0.667, -0.421, -0.130], [-0.077, 0.901, -0.185], [-0.252, 1.202, -1.501], [-0.043, -2.411, -0.701], [0.921, -1.123, -1.458], [1.995, -2.516, 0.477], [2.080, -0.629, 0.727], [-0.538, -1.315, 2.258], [-1.443, -0.399, -0.858], [1.093, 1.006, -0.113], [-0.670, 1.534, 0.526], [0.040, 2.623, -1.563], [1.124, 2.978, -2.540], [0.475, 3.434, -2.114], [-1.508, 0.377, 1.602], [-2.849, -0.404, 1.286], [-2.257, -0.144, 1.966]], "mulliken_charge": [-0.76, -0.46, -0.29, -0.27, -0.09, -0.92, 0.30, 0.34, 0.33, 0.32, 0.14, 0.17, 0.08, 0.31, 0.37, 0.24, -0.78, 0.34, 0.32, -0.69]}

***

Arrangement two

{"formula": "C3H12NO3S", "method": "the ωB97M-V functional and the def2-TZVPD basis", "orbital_gap_ev": 6.1650, "e_lumo_ev": 3.1, "homo_energy_ev": -3.06, "charge": -1, "symbols": ["C", "C", "S", "N", "C", "O", "H", "H", "H", "H", "H", "H", "H", "H", "H", "H", "O", "H", "H", "O"], "positions_angstrom": [[0.680, -0.997, -0.744], [1.922, -0.350, -0.110], [1.663, 0.945, 1.193], [-0.480, -0.886, 0.081], [-1.764, -0.683, -0.736], [-1.694, -1.467, -1.784], [0.956, -2.026, -1.030], [0.436, -0.534, -1.672], [2.447, -1.125, 0.456], [2.607, -0.083, -0.932], [0.392, 1.365, 1.076], [-0.602, -1.366, 0.949], [-1.833, 0.429, -0.997], [-2.733, -0.749, -0.068], [1.514, 2.359, -1.105], [2.572, 3.013, -0.086], [2.247, 2.966, -1.002], [-2.566, -0.664, 2.802], [-2.798, -0.210, 1.392], [-2.969, 0.063, 2.318]], "mulliken_charge": [-0.72, -0.53, -0.39, 0.04, -0.28, -0.84, 0.22, 0.36, 0.37, 0.33, 0.14, 0.13, 0.18, 0.19, 0.31, 0.34, -0.64, 0.30, 0.20, -0.71]}

***

It is arrangement two that is the most stable of them.

***

Arrangement one

{"formula": "C5H8N2O3S", "method": "the ωB97M-V functional and the def2-TZVPD basis", "smiles": "COc1nsnc1OCCO", "orbital_gap_ev": 9.1960, "e_lumo_ev": 0.6, "homo_energy_ev": -8.64, "symbols": ["C", "C", "C", "C", "C", "H", "H", "H", "H", "H", "H", "H", "H", "N", "N", "O", "O", "O", "S"], "positions_angstrom": [[3.368, -1.372, 0.320], [1.645, -0.013, -0.121], [0.278, 0.311, -0.412], [-2.095, 0.000, -1.084], [-2.815, 0.619, 0.112], [3.966, -1.118, -0.567], [3.428, -0.707, 1.182], [3.520, -2.496, 0.805], [-2.626, -1.080, -1.061], [-2.126, 0.709, -2.015], [-3.779, 0.972, -0.215], [-2.465, 1.379, 0.645], [-2.650, -0.033, 2.205], [2.430, 1.036, 0.106], [0.047, 1.667, -0.211], [2.090, -1.281, -0.294], [-0.793, -0.442, -0.678], [-2.893, -0.564, 1.151], [1.470, 2.413, 0.132]], "mulliken_charge": [-0.67, 0.39, 0.75, -0.46, -0.49, 0.30, 0.36, 0.20, 0.28, 0.31, 0.31, 0.45, 0.34, -0.54, -0.43, -0.32, -0.27, -0.58, 0.09]}

***

Arrangement two

{"formula": "C5H8N2O3S", "method": "the ωB97M-V functional and the def2-TZVPD basis", "orbital_gap_ev": 8.5036, "e_lumo_ev": -0.6, "homo_energy_ev": -9.09, "symbols": ["C", "C", "C", "C", "C", "N", "N", "O", "O", "O", "S", "H", "H", "H", "H", "H", "H", "H", "H"], "positions_angstrom": [[-1.821, 0.747, -0.609], [1.276, -1.214, -0.930], [2.094, 0.055, -1.246], [-0.441, 0.412, -0.558], [-0.338, 0.909, 1.466], [-0.132, -0.862, -0.822], [-1.071, -0.102, 2.070], [-2.744, -0.061, -0.537], [-0.700, -1.294, 2.120], [-2.150, 0.254, 2.463], [0.798, 1.356, -1.404], [-1.945, 1.846, -0.454], [1.535, -1.935, -1.659], [1.569, -1.587, 0.240], [2.790, 0.316, -0.470], [2.484, -0.040, -2.195], [0.698, 0.937, 1.400], [-1.016, 1.785, 1.596], [-0.885, -1.522, -0.472]], "mulliken_charge": [-0.25, -0.62, -0.58, 0.47, -0.93, -0.17, 0.99, -0.50, -0.63, -0.56, -0.17, 0.29, 0.37, 0.25, 0.34, 0.43, 0.44, 0.49, 0.35]}

***

It is arrangement one that is the most stable of them.

***

Arrangement one

{"formula": "C8H8N3S", "method": "the ωB97M-V functional and the def2-TZVPD basis", "orbital_gap_ev": [6.3336, 7.2014], "e_lumo_ev": [-5.2, -4.2], "homo_energy_ev": [-11.48, -11.43], "charge": 1, "symbols": ["C", "C", "C", "C", "C", "C", "C", "C", "N", "N", "N", "S", "H", "H", "H", "H", "H", "H", "H", "H"], "positions_angstrom": [[1.703, -2.458, 3.271], [2.888, -1.977, 2.710], [0.500, -1.786, 2.879], [2.924, -0.958, 1.750], [0.695, -0.933, 1.854], [1.772, -0.388, 1.259], [-0.816, 1.436, -0.560], [-1.734, 1.749, -2.841], [0.425, 1.223, -0.718], [-2.745, 2.070, -3.558], [-1.660, 1.910, -1.541], [1.830, 0.756, -0.182], [1.840, -3.267, 3.993], [3.862, -2.274, 2.881], [-0.408, -2.167, 3.370], [3.875, -0.751, 1.435], [-0.807, 1.152, -3.304], [-2.943, 1.493, -4.376], [-3.495, 2.550, -3.036], [-2.345, 2.360, -0.946]], "mulliken_charge": [-0.27, -0.45, -0.87, -0.38, 0.12, 0.57, 0.03, 0.19, -0.18, -0.29, -0.11, 0.01, 0.35, 0.38, 0.34, 0.39, 0.30, 0.30, 0.27, 0.29]}

***

Arrangement two

{"formula": "C8H8N3S", "method": "the ωB97M-V functional and the def2-TZVPD basis", "orbital_gap_ev": [6.9036, 7.2996], "e_lumo_ev": [-4.7, -4.3], "homo_energy_ev": [-11.57, -11.56], "charge": 1, "symbols": ["C", "C", "C", "C", "C", "C", "C", "C", "N", "N", "N", "S", "H", "H", "H", "H", "H", "H", "H", "H"], "positions_angstrom": [[0.331, -0.990, -3.746], [0.493, 0.325, -4.026], [0.198, -1.315, -2.344], [0.469, 1.331, -2.996], [0.263, -0.305, -1.506], [0.356, 1.034, -1.648], [0.109, 0.645, 1.793], [-0.852, -0.312, 3.674], [0.225, 1.690, 1.123], [-0.777, -0.993, 4.852], [0.137, 0.127, 2.986], [0.244, 2.292, -0.371], [0.409, -1.782, -4.401], [0.340, 0.733, -5.060], [-0.036, -2.314, -2.174], [0.565, 2.464, -3.112], [-1.820, 0.174, 3.332], [-1.539, -0.959, 5.451], [-0.160, -1.729, 5.022], [1.045, -0.115, 3.151]], "mulliken_charge": [-0.26, -0.62, -0.99, -0.20, 0.06, 0.79, 0.23, 0.18, -0.23, -0.33, -0.09, 0.06, 0.47, 0.30, 0.42, 0.22, 0.32, 0.24, 0.23, 0.24]}

***

It is arrangement one that is the most stable of them.